No. 1
{"formula": "C6H8", "method": "ωB97M-V/def2-TZVPD", "fmax_ev_per_a": 0.50, "e_lumo_ev": 1.17, "orbital_gap_ev": 10.986, "e_above_lowest_kj_mol": 163.1, "total_charge": 0, "smiles": "C#CC1CCC1", "symbols": ["C", "C", "C", "C", "C", "C", "H", "H", "H", "H", "H", "H", "H", "H"], "positions_angstrom": [[2.900, -0.506, -0.163], [1.778, -0.206, 0.162], [0.394, 0.099, 0.509], [-0.452, 1.122, -0.303], [-1.655, 0.176, -0.116], [-0.666, -0.972, 0.135], [3.893, -0.737, -0.481], [0.323, 0.411, 1.556], [-0.549, 2.125, 0.119], [-0.108, 1.192, -1.337], [-2.189, 0.418, 0.808], [-2.374, 0.073, -0.932], [-0.362, -1.439, -0.809], [-0.935, -1.756, 0.852]]}

***

No. 2
{"formula": "C6H8", "method": "ωB97M-V/def2-TZVPD", "fmax_ev_per_a": 1.42, "e_lumo_ev": 1.20, "orbital_gap_ev": 9.130, "e_above_lowest_kj_mol": 340.2, "total_charge": 0, "smiles": "C1[C@H]2C[C@H]3[C@@H]1[C@@H]23", "symbols": ["C", "C", "C", "C", "C", "C", "H", "H", "H", "H", "H", "H", "H", "H"], "positions_angstrom": [[-0.303, 1.053, 0.889], [-0.476, 0.613, -0.744], [0.881, -0.029, -1.138], [0.525, -1.072, -0.098], [0.162, -0.333, 1.137], [-0.916, -0.745, -0.224], [-1.365, 1.195, 1.093], [0.215, 1.831, 1.501], [-1.050, 1.263, -1.416], [0.939, -0.509, -2.120], [1.755, 0.598, -0.944], [0.916, -2.074, 0.020], [0.622, -0.644, 2.092], [-1.903, -1.147, -0.048]]}

***

No. 3
{"formula": "C6H8", "method": "ωB97M-V/def2-TZVPD", "fmax_ev_per_a": 5.57, "e_lumo_ev": [1.04, -0.94], "orbital_gap_ev": [5.860, 8.467], "e_above_lowest_kj_mol": 320.9, "total_charge": 0, "multiplicity": 3, "symbols": ["C", "C", "C", "C", "C", "C", "H", "H", "H", "H", "H", "H", "H", "H"], "positions_angstrom": [[-0.022, -1.411, 0.893], [0.714, -0.528, 0.125], [-1.144, -1.453, -0.131], [-0.535, -0.022, -0.139], [2.009, 0.065, -0.087], [-1.118, 1.286, 0.038], [-0.960, -2.029, -1.019], [-2.139, -1.852, 0.185], [2.620, 0.010, 0.829], [1.934, 1.206, -0.183], [2.517, -0.489, -0.869], [-1.207, 2.047, -0.768], [-0.506, 1.901, 0.655], [-2.165, 1.268, 0.469]]}

***

No. 4
{"formula": "C6H8AlCl2N2O3STl", "method": "ωB97M-V/def2-TZVPD", "fmax_ev_per_a": 5.91, "e_lumo_ev": [-20.40, -20.44], "orbital_gap_ev": [4.090, 3.242], "e_above_lowest_kj_mol": 20.1, "total_charge": 4, "symbols": ["Al", "Tl", "Cl", "Cl", "C", "C", "C", "O", "O", "O", "C", "N", "C", "S", "N", "C", "H", "H", "H", "H", "H", "H", "H", "H"], "positions_angstrom": [[-1.660, -0.565, -2.334], [3.444, -0.508, -0.769], [-2.402, 1.397, -1.821], [3.210, 0.766, -3.029], [1.039, 1.552, -1.198], [-0.193, -1.877, -3.430], [-1.173, 0.266, -4.252], [0.790, 2.642, -1.427], [0.778, -2.439, -3.708], [-0.744, 0.946, -5.076], [-1.596, 0.701, 2.389], [-1.008, 0.448, 1.070], [-0.248, -0.607, 0.781], [0.011, -1.161, -0.894], [0.468, -1.239, 1.738], [1.129, -0.500, 2.830], [-1.598, -0.207, 2.995], [-2.633, 1.030, 2.248], [-1.044, 1.497, 2.905], [-1.485, 0.890, 0.270], [1.012, -2.030, 1.374], [0.397, -0.294, 3.617], [1.917, -1.144, 3.240], [1.589, 0.438, 2.483]]}

***

No. 5
{"formula": "C6H8BN", "method": "ωB97M-V/def2-TZVPD", "fmax_ev_per_a": 3.43, "e_lumo_ev": -0.07, "orbital_gap_ev": 9.590, "e_above_lowest_kj_mol": 58.0, "total_charge": 0, "smiles": "CBc1ccncc1", "symbols": ["C", "B", "C", "C", "C", "N", "C", "C", "H", "H", "H", "H", "H", "H", "H", "H"], "positions_angstrom": [[-2.597, 0.139, -0.424], [-1.489, -0.710, 0.279], [0.021, -0.131, 0.325], [0.928, -1.136, -0.075], [2.270, -0.845, -0.282], [2.878, 0.324, 0.049], [1.978, 1.311, 0.321], [0.602, 1.129, 0.544], [-3.621, -0.330, -0.445], [-2.388, 0.140, -1.485], [-2.692, 1.168, -0.158], [-1.743, -1.627, 0.896], [0.541, -2.064, -0.545], [3.016, -1.673, -0.493], [2.355, 2.348, 0.767], [-0.058, 1.959, 0.728]]}

***

No. 6
{"formula": "C6H8Br2FN2", "method": "ωB97M-V/def2-TZVPD", "fmax_ev_per_a": 4.04, "e_lumo_ev": [-4.67, -4.67], "orbital_gap_ev": [8.342, 8.338], "e_above_lowest_kj_mol": 271.7, "total_charge": 1, "symbols": ["C", "C", "C", "C", "C", "C", "N", "N", "F", "Br", "Br", "H", "H", "H", "H", "H", "H", "H", "H"], "positions_angstrom": [[-0.570, 1.224, -1.042], [-1.362, 0.129, -1.308], [0.893, 0.897, -0.833], [-0.968, -1.312, -1.392], [-0.085, -1.716, -0.226], [1.244, 0.086, 0.422], [1.718, 1.070, -1.731], [0.601, 0.431, 1.690], [-0.622, -1.591, 1.020], [-3.107, 0.634, -1.795], [3.163, -0.511, 0.879], [-0.896, 2.333, -1.013], [-1.954, -1.785, -1.327], [-0.467, -1.504, -2.377], [0.556, -2.543, -0.244], [2.732, 0.717, -1.571], [1.273, 0.772, 2.447], [0.035, -0.471, 1.943], [-0.137, 1.160, 1.627]]}